(1)
The following is a DFT calculation (ωB97M-V with the def2-TZVPD basis set) of a structure of composition C25H17AlBr2Cl3FN3O9.

```
! wB97M-V def2-TZVPD RIJCOSX def2/J DEFGRID3
* xyz -1 1
Al 0.4622 0.3233 0.0236
Br -3.1717 2.2830 -2.7572
C -3.3042 1.0560 -1.3288
C -4.5716 0.5721 -0.9471
C -4.7122 -0.2785 0.1093
Br -6.4462 -0.8863 0.5866
C -3.5843 -0.6946 0.8593
C -3.5796 -1.5362 1.9930
C -2.3992 -1.8179 2.6231
C -1.1974 -1.2744 2.1353
N -1.1764 -0.5064 1.0721
C -2.3381 -0.2085 0.4447
C -2.1610 0.6883 -0.6551
O -0.9514 1.1057 -0.8884
H -5.4413 0.8963 -1.5008
H -4.5140 -1.9390 2.3601
H -2.3714 -2.4485 3.5003
H -0.2504 -1.4574 2.6251
Cl 1.7361 -3.3319 1.9457
C 0.7078 -4.5274 1.1431
Cl -0.2658 -5.4545 2.3063
H 1.3477 -5.2220 0.6141
H 0.0462 -4.0010 0.4646
C 3.5014 0.0484 2.6537
C 1.9898 0.1170 2.6570
O 1.3486 0.2306 3.6913
O 1.4597 0.0448 1.4807
H 3.8897 0.2304 3.6524
H 3.9018 0.7730 1.9431
H 3.8124 -0.9401 2.3116
F -2.2180 1.7544 3.2065
C -1.7034 2.5446 2.2545
C -0.3820 2.7059 2.1292
N 0.1683 3.5126 1.1588
C 1.6106 3.6335 0.9982
C 2.2385 2.6677 -0.0243
O 3.3976 2.8533 -0.3343
O 1.4730 1.7258 -0.4418
C -0.6267 4.1625 0.2321
O -0.1827 4.8768 -0.6393
N -1.9860 3.9690 0.4044
C -2.6426 3.2077 1.3638
O -3.8515 3.1381 1.4136
H 0.2952 2.1898 2.8001
H 2.0859 3.4618 1.9644
H 1.8402 4.6439 0.6719
H -2.5694 4.4080 -0.2943
Cl 4.3135 -1.8122 -6.6433
C 3.3046 -1.8786 -5.2219
C 2.5666 -3.0250 -4.9728
C 1.7667 -3.0717 -3.8435
C 1.7083 -1.9890 -2.9744
C 2.4561 -0.8477 -3.2421
C 3.2595 -0.7877 -4.3710
C 0.8318 -2.0731 -1.7521
O 0.1547 -3.0652 -1.5358
O 0.8741 -1.0288 -1.0004
H 2.6219 -3.8615 -5.6557
H 1.1728 -3.9473 -3.6181
H 2.4095 -0.0063 -2.5628
H 3.8454 0.0945 -4.5881
*
```

For the gap between HOMO and LUMO, the calculation gives 7.751 eV. The calculation puts the LUMO energy at 1.93 eV. For the total energy, the calculation gives -8675.7290 hartree. As for the energy relative to the best compared isomer or geometry (same formula, charge and spin): 0.0 kJ/mol.

Atomic partial charges in e from the natural (NBO) method, atoms 1 to 5: 2.0262, 0.0594, -0.1943, -0.2020, -0.1201

(2)
The following is a DFT calculation (ωB97M-V with the def2-TZVPD basis set) of a structure of composition C25H17AuN4O2SeTe.

```
! wB97M-V def2-TZVPD RIJCOSX def2/J DEFGRID3
* xyz 2 1
Au 0.0357 0.8969 -1.5846
O -3.6324 -3.3521 -5.8752
N -3.5741 -3.8096 -4.7541
O -4.0654 -4.8450 -4.3833
C -2.8458 -3.0068 -3.7339
C -3.1102 -3.3021 -2.4516
C -2.5304 -2.5303 -1.3929
C -2.8039 -2.7823 -0.0368
C -2.2395 -1.9826 0.9196
C -1.4085 -0.9326 0.5223
N -1.1288 -0.6863 -0.7503
C -1.6854 -1.4741 -1.7108
C -1.3726 -1.1988 -3.0826
N -0.4951 -0.1864 -3.3270
C -0.1186 0.0822 -4.5684
C -0.6119 -0.6480 -5.6479
C -1.5187 -1.6504 -5.4345
C -1.9334 -1.9527 -4.1173
H -3.7818 -4.1184 -2.2227
H -3.4636 -3.5975 0.2338
H -2.4257 -2.1395 1.9722
H -0.9707 -0.2843 1.2610
H 0.6006 0.8755 -4.7105
H -0.2688 -0.4138 -6.6455
H -1.9218 -2.2066 -6.2655
Se 0.9627 2.7626 -2.8750
C 2.3883 2.9465 -1.7394
N 3.0908 2.9076 -0.8257
Te 1.5346 1.3964 0.8793
C 2.3595 2.9421 2.0470
C 1.6981 4.0982 2.4212
C 2.3885 5.0010 3.2198
C 3.6958 4.7340 3.6016
C 4.3267 3.5637 3.2019
C 3.6587 2.6389 2.4075
C 0.9083 0.1893 2.4384
C 1.2396 -1.1665 2.3977
C 0.8354 -1.9903 3.4359
C 0.0918 -1.4689 4.4901
C -0.2436 -0.1191 4.5240
C 0.1747 0.7218 3.5051
H 0.6860 4.3099 2.1052
H 1.9001 5.9112 3.5401
H 4.2319 5.4469 4.2129
H 5.3449 3.3589 3.5035
H 4.1572 1.7323 2.0870
H 1.8241 -1.5726 1.5797
H 1.1086 -3.0372 3.4296
H -0.2176 -2.1182 5.2987
H -0.8146 0.2792 5.3519
H -0.0596 1.7779 3.5484
*
```

For the gap between HOMO and LUMO (spin up / spin down), the calculation gives 5.997 / 5.481 eV. The calculation puts the LUMO energy (spin up / spin down) at -8.85 / -9.25 eV. For the total energy, the calculation gives -4136.8090 hartree. As for the energy relative to the best compared isomer or geometry (same formula, charge and spin): 115.2 kJ/mol.

Atomic partial charges in e from the natural (NBO) method, atoms 1 to 5: 0.9207, -0.3507, 0.5309, -0.3145, 0.0707

(3)
The following is a DFT calculation (ωB97M-V with the def2-TZVPD basis set) of a structure of composition C25H18Br2F6INO4PPmS2.

```
! wB97M-V def2-TZVPD RIJCOSX def2/J DEFGRID3
* xyz 2 5
Pm 0.4833 -1.1373 -1.4871
I 3.1011 0.2553 -0.6774
C 2.9523 2.1446 0.5494
C 4.1162 2.8686 0.4578
C 4.2396 4.1018 1.1058
C 3.1941 4.5645 1.8474
C 2.0043 3.8210 1.9802
C 0.9948 4.3604 2.8045
C -0.1853 3.7047 3.0032
C -0.3830 2.4864 2.3564
C 0.5706 1.9089 1.5305
P -0.0798 0.3138 0.8515
C -0.5873 -0.5947 2.3435
C -1.6376 -1.5093 2.2397
C -2.0021 -2.2695 3.3365
C -1.3113 -2.1384 4.5315
C -0.2424 -1.2612 4.6234
C 0.1320 -0.4964 3.5322
C -1.6198 0.9010 0.0195
C -1.4030 1.4214 -1.2695
C -2.4631 1.9326 -2.0001
C -3.7458 1.9107 -1.4649
C -3.9647 1.3847 -0.2021
C -2.9090 0.8867 0.5449
C 1.8293 2.5529 1.3107
H 4.9536 2.4975 -0.1138
H 5.1558 4.6599 1.0054
H 3.2670 5.5112 2.3594
H 1.1874 5.3072 3.2850
H -0.9452 4.1173 3.6475
H -1.3224 1.9743 2.5160
H -2.1882 -1.5967 1.3108
H -2.8349 -2.9516 3.2577
H -1.6084 -2.7200 5.3887
H 0.2959 -1.1643 5.5504
H 0.9711 0.1789 3.6005
H -0.3684 1.5163 -1.6598
H -2.2930 2.3631 -2.9774
H -4.5700 2.3180 -2.0304
H -4.9613 1.3735 0.2103
H -3.0953 0.4909 1.5316
Br -1.1977 -3.4765 -0.5376
C 0.0517 -4.2114 0.7924
Br 1.5720 -3.0088 0.8402
H 0.3787 -5.2014 0.4712
H -0.4221 -4.2237 1.7767
F 2.4932 -5.6321 -3.3760
C 1.3961 -4.9775 -3.6965
F 0.9224 -5.3904 -4.8452
F 0.4875 -5.2071 -2.7331
S 1.6045 -3.1173 -3.6665
O 1.4477 -2.8212 -2.2296
O 2.8043 -2.6525 -4.2284
N 0.2645 -2.6505 -4.3789
S -0.1704 -1.2214 -3.9755
O 0.9450 -0.4352 -3.4633
O -1.1531 -1.2354 -2.8943
C -0.9143 -0.3107 -5.4194
F -0.1391 -0.4280 -6.4708
F -0.9709 0.9605 -5.0373
F -2.1272 -0.7479 -5.6776
*
```

For the gap between HOMO and LUMO (spin up / spin down), the calculation gives 7.464 / 7.584 eV. The calculation puts the LUMO energy (spin up / spin down) at -6.15 / -6.03 eV. For the total energy, the calculation gives -9109.6556 hartree. As for the expectation value of S²: 6.005. As for the energy relative to the best compared isomer or geometry (same formula, charge and spin): 34.1 kJ/mol.

Atomic partial charges in e from the Löwdin method, atoms 1 to 5: 0.9974, 1.0037, -0.4294, -0.1426, -0.0406

(4)
The following is a DFT calculation (ωB97M-V with the def2-TZVPD basis set) of a structure of composition C25H18BrN3O3SeV.

```
! wB97M-V def2-TZVPD RIJCOSX def2/J DEFGRID3
* xyz 0 2
V 0.4479 -1.0459 -0.9346
O -0.0502 -0.0098 0.8364
C -0.7585 1.2446 0.6364
C -1.3962 1.1341 -0.7802
O -2.1374 2.0162 -1.1406
O -1.0126 0.1216 -1.4897
C 0.2349 2.3975 0.5689
C -0.2505 3.7046 0.5909
C 0.6227 4.7702 0.4765
C 1.9889 4.5467 0.3368
C 2.4717 3.2519 0.3095
C 1.5964 2.1762 0.4226
C -1.7718 1.3794 1.7535
C -3.0997 1.0085 1.5823
C -3.9745 1.0417 2.6585
C -3.5297 1.4401 3.9104
C -2.2053 1.8134 4.0861
C -1.3322 1.7879 3.0100
H 0.3138 -0.0812 1.7283
H -1.3147 3.8739 0.6828
H 0.2382 5.7814 0.4927
H 2.6701 5.3826 0.2475
H 3.5318 3.0625 0.1991
H 2.0018 1.1720 0.4047
H -3.4643 0.7124 0.6080
H -5.0089 0.7579 2.5163
H -4.2159 1.4659 4.7466
H -1.8539 2.1333 5.0582
H -0.3044 2.1073 3.1423
Br -2.8037 -6.7659 0.3071
C -1.8803 -5.1551 -0.0749
C -0.5439 -5.2059 -0.4389
C 0.1284 -4.0240 -0.7112
C -0.5184 -2.7893 -0.6292
C -1.8661 -2.7716 -0.2647
C -2.5505 -3.9470 0.0130
H -0.0344 -6.1575 -0.5067
H 1.1738 -4.0756 -0.9917
H -2.4051 -1.8335 -0.2052
H -3.5953 -3.9244 0.2918
Se 3.9203 -1.0290 0.3865
N 4.7465 -0.6720 -1.1909
C 3.8864 -0.8983 -2.1621
C 4.0373 -0.7408 -3.5653
C 2.9396 -0.9444 -4.3771
C 1.6774 -1.2862 -3.8730
N 1.5143 -1.4789 -2.5616
C 2.5887 -1.3510 -1.7591
N 2.3152 -1.4530 -0.4291
H 4.9896 -0.4388 -3.9770
H 3.0419 -0.8198 -5.4465
H 0.8005 -1.3849 -4.4944
*
```

For the gap between HOMO and LUMO (spin up / spin down), the calculation gives 5.320 / 5.118 eV. The calculation puts the LUMO energy (spin up / spin down) at -1.35 / -1.37 eV. For the total energy, the calculation gives -7272.8813 hartree. As for the expectation value of S²: 0.810.

Atomic partial charges in e from the natural (NBO) method, atoms 1 to 5: 1.3313, -0.7108, 0.0794, 0.7830, -0.5909

Please write out number 1 again, unchanged.
The following is a DFT calculation (ωB97M-V with the def2-TZVPD basis set) of a structure of composition C25H17AlBr2Cl3FN3O9.

```
! wB97M-V def2-TZVPD RIJCOSX def2/J DEFGRID3
* xyz -1 1
Al 0.4622 0.3233 0.0236
Br -3.1717 2.2830 -2.7572
C -3.3042 1.0560 -1.3288
C -4.5716 0.5721 -0.9471
C -4.7122 -0.2785 0.1093
Br -6.4462 -0.8863 0.5866
C -3.5843 -0.6946 0.8593
C -3.5796 -1.5362 1.9930
C -2.3992 -1.8179 2.6231
C -1.1974 -1.2744 2.1353
N -1.1764 -0.5064 1.0721
C -2.3381 -0.2085 0.4447
C -2.1610 0.6883 -0.6551
O -0.9514 1.1057 -0.8884
H -5.4413 0.8963 -1.5008
H -4.5140 -1.9390 2.3601
H -2.3714 -2.4485 3.5003
H -0.2504 -1.4574 2.6251
Cl 1.7361 -3.3319 1.9457
C 0.7078 -4.5274 1.1431
Cl -0.2658 -5.4545 2.3063
H 1.3477 -5.2220 0.6141
H 0.0462 -4.0010 0.4646
C 3.5014 0.0484 2.6537
C 1.9898 0.1170 2.6570
O 1.3486 0.2306 3.6913
O 1.4597 0.0448 1.4807
H 3.8897 0.2304 3.6524
H 3.9018 0.7730 1.9431
H 3.8124 -0.9401 2.3116
F -2.2180 1.7544 3.2065
C -1.7034 2.5446 2.2545
C -0.3820 2.7059 2.1292
N 0.1683 3.5126 1.1588
C 1.6106 3.6335 0.9982
C 2.2385 2.6677 -0.0243
O 3.3976 2.8533 -0.3343
O 1.4730 1.7258 -0.4418
C -0.6267 4.1625 0.2321
O -0.1827 4.8768 -0.6393
N -1.9860 3.9690 0.4044
C -2.6426 3.2077 1.3638
O -3.8515 3.1381 1.4136
H 0.2952 2.1898 2.8001
H 2.0859 3.4618 1.9644
H 1.8402 4.6439 0.6719
H -2.5694 4.4080 -0.2943
Cl 4.3135 -1.8122 -6.6433
C 3.3046 -1.8786 -5.2219
C 2.5666 -3.0250 -4.9728
C 1.7667 -3.0717 -3.8435
C 1.7083 -1.9890 -2.9744
C 2.4561 -0.8477 -3.2421
C 3.2595 -0.7877 -4.3710
C 0.8318 -2.0731 -1.7521
O 0.1547 -3.0652 -1.5358
O 0.8741 -1.0288 -1.0004
H 2.6219 -3.8615 -5.6557
H 1.1728 -3.9473 -3.6181
H 2.4095 -0.0063 -2.5628
H 3.8454 0.0945 -4.5881
*
```

For the gap between HOMO and LUMO, the calculation gives 7.751 eV. The calculation puts the LUMO energy at 1.93 eV. For the total energy, the calculation gives -8675.7290 hartree. As for the energy relative to the best compared isomer or geometry (same formula, charge and spin): 0.0 kJ/mol.

Atomic partial charges in e from the natural (NBO) method, atoms 1 to 5: 2.0262, 0.0594, -0.1943, -0.2020, -0.1201